No. 1
A cluster of 2 separate species, C3H6OS in total at a distorted geometry, computed with wB97M-V/def2-TZVPD.

**Charge**: 0
**HOMO energy**: -8.49 eV
**E_tot**: -16086.3167 eV
**Multiplicity**: 1
**Maximum force**: 3.71 eV/Å
**Gap between HOMO and LUMO**: 7.54 eV
**ΔE to the lowest compared entry with this formula, charge and spin**: 4.674 eV

Positions of all 11 atoms, in Å:
C  -1.4912  0.9183  0.0361
C  -0.4249  0.1919  0.0381
C  -0.2539  -1.2416  0.2060
O  2.6943  0.4373  -0.1527
S  1.7848  1.5574  0.7224
H  -1.6105  1.9663  -0.1367
H  -2.4356  0.3596  -0.3821
H  -0.9730  -1.8496  -0.4030
H  0.7468  -1.5113  0.0406
H  -0.6083  -1.2876  1.1955
H  2.5715  0.4594  -1.1642

No. 2
An isolated molecule of C3H6OS at a distorted geometry, computed with wB97M-V/def2-TZVPD.

**Charge**: 0
**HOMO energy**: -8.81 eV
**E_tot**: -16088.6768 eV
**Multiplicity**: 1
**Maximum force**: 6.47 eV/Å
**Gap between HOMO and LUMO**: 9.03 eV
**SMILES**: CCOC=S
**ΔE to the lowest compared entry with this formula, charge and spin**: 2.314 eV

Positions of all 11 atoms, in Å:
C  -0.2267  0.9376  0.8465
C  0.1371  -0.5138  0.7660
C  0.3558  -0.4734  -1.5367
H  0.4590  1.6155  1.2578
H  -0.4871  1.3824  -0.2884
H  -1.2543  0.8125  1.4115
H  0.6321  -0.6036  1.7814
H  -0.6089  -1.2947  0.6653
H  1.0807  -0.3469  -2.2777
O  0.9790  -0.5357  -0.3745
S  -1.0668  -0.9798  -2.2511

No. 3
An isolated molecule of C3H6OS at a distorted geometry, computed with wB97M-V/def2-TZVPD.

**Charge**: 0
**HOMO energy**: -8.67 eV
**E_tot**: -16088.1364 eV
**Multiplicity**: 1
**Maximum force**: 3.59 eV/Å
**Gap between HOMO and LUMO**: 9.20 eV
**ΔE to the lowest compared entry with this formula, charge and spin**: 2.854 eV

Positions of all 11 atoms, in Å:
C  -0.2819  0.3280  1.1873
C  0.4893  0.1580  -0.1135
C  -0.5357  0.1855  -1.2282
O  2.0735  -1.6033  1.0631
S  0.6702  -1.5238  0.6783
H  0.0911  0.7162  2.1471
H  -1.3031  0.1404  1.0106
H  1.2765  0.8635  -0.3156
H  -1.1194  -0.6954  -1.4568
H  -0.0283  0.4512  -2.1567
H  -1.3322  0.9795  -0.8156

No. 4
An isolated molecule of C3H6OS at a distorted geometry, computed with wB97M-V/def2-TZVPD.

**Charge**: 0
**HOMO energy**: -9.95 eV
**E_tot**: -16090.3093 eV
**Multiplicity**: 1
**Maximum force**: 4.81 eV/Å
**Gap between HOMO and LUMO**: 10.60 eV
**SMILES**: CCC(=O)S
**ΔE to the lowest compared entry with this formula, charge and spin**: 0.681 eV

Positions of all 11 atoms, in Å:
C  1.2367  -0.9359  -0.2593
C  0.4010  0.2924  0.1536
C  -1.0286  0.1835  0.3797
H  1.2703  -1.5013  0.6303
H  2.2149  -0.4609  -0.3654
H  0.9581  -1.4537  -1.0698
H  0.5230  1.1512  -0.4639
H  0.8129  0.6009  1.1437
H  -3.0332  1.1823  -0.6215
O  -1.6350  -0.4900  1.2232
S  -1.7202  1.4316  -0.7506